DFT (ωB97M-V/def2-TZVPD) results for a structure of composition C57H41BaN4O8S4 in a non-equilibrium geometry.

ORCA input file:
```
! RIJCOSX wB97M-V def2-TZVPD def2/J DEFGRID3
* xyz -1 1
Ba -0.117 -1.285 1.435
S -1.374 -3.168 3.053
S 2.922 -0.081 -0.939
S -2.589 -0.350 5.703
S -0.425 1.530 -0.589
O 3.265 0.950 3.180
O -2.323 -3.588 2.059
O 0.360 0.351 -0.183
O -0.735 -2.860 -0.540
O 3.031 1.319 -1.375
O 1.901 -0.405 2.050
O 0.014 -3.303 2.683
O -2.215 -0.983 0.427
N -0.216 1.065 2.870
N -1.982 -2.894 -0.785
N -1.659 -1.671 3.595
N -2.686 -1.962 -0.279
C -4.893 -1.243 0.319
C 7.439 -2.799 -4.018
C -3.557 3.137 4.173
C 4.766 -0.331 -2.999
C -2.375 3.313 4.836
C 0.943 1.251 3.448
C 0.912 4.818 2.329
C -1.289 1.743 3.320
C 0.432 3.552 -2.325
C -2.156 -0.856 -4.877
C -6.824 -2.097 -0.816
C -1.289 -2.945 -4.077
C -2.814 -3.340 6.659
C -6.001 -2.871 -1.622
C -4.629 -2.846 -1.461
C 1.717 -2.295 -2.030
C 1.594 1.814 -4.165
C -1.133 -0.174 -4.281
C 2.830 2.851 -6.455
C -4.069 -2.029 -0.480
C -2.248 -2.251 -4.761
C 4.910 -2.022 -1.304
C -2.139 -1.682 4.825
C 1.039 4.067 -3.436
C 4.322 -0.879 -1.809
C 1.774 -0.897 -2.088
C 2.174 0.958 -5.126
C 2.158 0.530 2.843
C -1.213 2.631 4.426
C 6.356 -2.120 -3.231
C 2.769 1.465 -6.248
C 0.040 2.775 5.060
C 5.775 -0.949 -3.710
C 0.128 2.881 0.491
C 5.922 -2.643 -2.019
C -2.879 -4.671 7.029
C 0.412 2.169 -2.087
C -1.841 -5.351 4.954
C 0.754 -2.976 -2.716
C -1.784 -4.024 4.589
C -3.627 2.273 3.069
C -6.263 -1.281 0.151
C 1.338 5.862 3.318
C -0.805 3.769 0.999
C -2.521 1.588 2.653
C 1.644 3.214 -4.381
C 0.892 -0.174 -2.850
C 1.118 2.105 4.558
C 1.840 3.929 1.792
C 0.973 1.298 -2.991
C -0.408 4.736 1.907
C 1.456 2.970 0.872
C -2.264 -3.025 5.425
C -2.391 -5.665 6.193
C -0.219 -2.273 -3.456
C -0.144 -0.859 -3.543
C 2.281 3.706 -5.541
H -2.551 0.913 1.811
H -2.909 -0.319 -5.438
H -4.566 2.168 2.541
H -3.199 -2.552 7.288
H -4.451 3.659 4.491
H 6.381 -3.542 -1.633
H -4.440 -0.624 1.073
H 4.305 0.581 -3.346
H -1.146 5.411 2.318
H 2.325 4.775 -5.697
H 2.136 -0.110 -4.961
H 2.426 -2.824 -1.412
H -2.459 -6.698 6.497
H -7.897 -2.139 -0.936
H 8.299 -2.137 -4.128
H 3.311 3.229 -7.346
H 0.125 3.420 5.926
H 4.580 -2.419 -0.357
H 1.064 5.134 -3.602
H 2.867 3.956 2.122
H 0.474 6.396 3.705
H -6.893 -0.675 0.782
H 3.201 0.795 -6.978
H -3.989 -3.446 -2.087
H -0.027 4.211 -1.605
H 2.113 2.191 4.974
H -2.311 3.975 5.688
H -1.076 0.903 -4.363
H -1.480 -6.128 4.297
H 1.877 5.404 4.145
H -3.080 -2.770 -5.217
H -3.326 -4.940 7.975
H 7.082 -3.054 -5.016
H -1.346 -4.018 -3.977
H -1.839 3.691 0.694
H 2.175 2.285 0.454
H 7.762 -3.710 -3.519
H 6.116 -0.525 -4.646
H -6.440 -3.501 -2.384
H 0.700 -4.052 -2.676
H 2.004 6.584 2.845
*
```

highest occupied orbital energy = -5.19 eV
energy relative to the best compared isomer or geometry (same formula, charge and spin) = 66.1 kJ/mol

***

DFT (ωB97M-V/def2-TZVPD) results for a structure of composition C22H25N3O3V.

ORCA input file:
```
! RIJCOSX wB97M-V def2-TZVPD def2/J DEFGRID3
* xyz 2 2
V -0.491 0.425 -1.195
O -0.396 0.258 0.697
O -1.012 -1.165 -1.739
O 1.223 0.621 -1.546
N 0.809 -1.623 1.055
N -2.532 0.829 -0.998
N -0.569 2.495 -1.324
C 1.327 -0.056 3.665
C -2.822 2.200 -0.573
C 2.832 3.878 -1.307
C 0.448 3.292 -1.321
C -3.128 -4.063 -2.204
C 1.472 -2.642 1.894
C 2.190 1.556 -1.484
C 2.159 -1.299 3.962
C -1.912 3.093 -1.383
C 0.140 -0.591 1.500
C -3.363 -1.396 -1.458
C 3.520 1.180 -1.589
C -2.116 -1.947 -1.778
C -4.498 -2.218 -1.519
C -0.013 -0.351 2.966
C -3.498 -0.016 -1.095
C 4.155 3.510 -1.391
C -4.381 -3.542 -1.883
C 2.612 -2.082 2.735
C 4.493 2.163 -1.534
C 1.822 2.903 -1.347
C -1.991 -3.273 -2.159
H -0.480 -1.233 3.416
H 0.716 -3.118 2.521
H 1.583 -1.963 4.615
H -0.701 0.484 3.078
H -2.237 3.113 -2.426
H 1.900 0.660 3.068
H -4.511 0.329 -0.884
H 3.775 0.137 -1.719
H -3.872 2.450 -0.724
H 1.840 -3.396 1.202
H 3.038 -1.001 4.534
H 2.559 4.922 -1.214
H 3.216 -2.929 3.063
H -5.257 -4.173 -1.928
H 0.255 4.365 -1.316
H 5.535 1.881 -1.614
H -2.586 2.285 0.491
H 1.095 0.446 4.604
H 4.932 4.261 -1.358
H -5.468 -1.802 -1.278
H -1.019 -3.667 -2.423
H -3.041 -5.100 -2.500
H -1.901 4.114 -1.002
H 3.258 -1.470 2.098
H 0.889 -1.730 0.051
*
```

highest occupied orbital energy (alpha / beta) = -14.82 / -14.94 eV
energy relative to the best compared isomer or geometry (same formula, charge and spin) = 0.0 kJ/mol
expectation value of S² = 0.767

***

Per-record energy, Eh: -4635.95564; -2186.93232